Record 1
{"formula": "C3H12NO2S", "method": "ωB97M-V/def2-TZVPD", "symbols": ["S", "O", "O", "N", "C", "C", "C", "H", "H", "H", "H", "H", "H", "H", "H", "H", "H", "H", "H"], "xyz": [[2.50, 2.20, 0.67], [0.22, -1.16, -2.07], [-2.72, -1.50, 1.78], [-0.97, -0.14, -0.01], [0.63, 0.06, 0.01], [0.83, 1.55, 0.27], [0.94, -0.13, -1.50], [0.32, 2.20, -0.41], [0.67, 0.83, -1.95], [0.66, -1.98, -2.30], [-3.50, -1.15, 2.21], [3.29, 1.11, 0.71], [1.07, -0.58, 0.74], [-1.30, -0.39, 0.93], [-1.24, 0.84, -0.09], [2.02, -0.37, -1.58], [0.30, 1.68, 1.29], [-1.26, -0.70, -0.82], [-2.46, -2.36, 2.12]], "mulliken_charge": [-0.17, -0.58, -0.65, -0.28, -0.15, -0.97, -0.31, 0.42, 0.27, 0.33, 0.31, 0.15, 0.50, 0.36, 0.37, 0.40, 0.36, 0.33, 0.31], "e_tot_ha": -724.6492, "total_charge": 1, "e_homo_ev": -12.8, "e_lumo_ha": -0.1120}

=====

Record 2
{"formula": "C45H69N7O4P", "method": "ωB97M-V/def2-TZVPD", "symbols": ["P", "O", "O", "O", "O", "N", "N", "N", "N", "N", "N", "N", "C", "C", "C", "C", "C", "C", "C", "C", "C", "C", "C", "C", "C", "C", "C", "C", "C", "C", "C", "C", "C", "C", "C", "C", "C", "C", "C", "C", "C", "C", "C", "C", "C", "C", "C", "C", "C", "C", "C", "C", "C", "C", "C", "C", "C", "H", "H", "H", "H", "H", "H", "H", "H", "H", "H", "H", "H", "H", "H", "H", "H", "H", "H", "H", "H", "H", "H", "H", "H", "H", "H", "H", "H", "H", "H", "H", "H", "H", "H", "H", "H", "H", "H", "H", "H", "H", "H", "H", "H", "H", "H", "H", "H", "H", "H", "H", "H", "H", "H", "H", "H", "H", "H", "H", "H", "H", "H", "H", "H", "H", "H", "H", "H", "H"], "xyz": [[1.15, 2.81, -0.60], [-1.10, 3.93, 1.58], [1.70, 5.18, -3.95], [0.19, 2.16, 0.73], [-4.89, 2.01, -0.83], [4.35, 5.04, -3.71], [1.44, -5.42, -6.05], [-1.86, -4.13, -0.37], [0.84, 1.26, -1.52], [2.58, 2.08, 0.21], [-2.50, -7.80, -6.51], [-0.98, -1.45, 8.13], [2.50, 0.84, 0.93], [-4.58, 0.72, -1.36], [0.85, -4.53, -5.25], [3.58, 5.54, -2.53], [-4.35, 3.08, -1.63], [-1.02, 1.97, 2.82], [0.28, -1.64, 8.54], [0.89, -7.13, -4.45], [-1.72, -2.54, 7.95], [-2.10, 0.99, 2.59], [-2.06, 0.34, 5.08], [-3.75, -8.19, -6.80], [2.09, 4.97, -2.55], [-1.78, 2.77, -1.35], [-3.06, -3.59, 2.09], [-2.60, 0.20, 3.72], [-1.26, -3.83, 8.16], [-3.05, 3.66, -0.90], [0.26, -4.86, -4.03], [-0.56, 2.83, 1.55], [1.71, -1.03, -1.98], [2.53, 0.84, 2.52], [-4.66, -7.14, -4.87], [-2.34, -7.08, -5.39], [2.10, 3.42, -2.15], [2.34, 4.20, 1.82], [-0.97, 1.31, 5.26], [0.29, -6.18, -3.63], [-2.94, -4.80, 0.04], [-3.57, -4.58, 1.25], [-4.85, -7.88, -6.02], [0.04, -4.00, 8.58], [1.66, 4.41, 0.40], [3.57, 5.93, 3.43], [0.84, -2.88, 8.78], [-0.46, 2.14, 4.15], [2.33, 5.69, 2.47], [1.45, -6.69, -5.65], [1.94, 0.55, -2.15], [2.96, -1.88, -2.43], [-1.94, -2.89, 1.68], [-1.38, -3.19, 0.45], [-3.38, -6.73, -4.54], [-0.41, 3.59, -1.36], [4.83, 6.35, 2.57], [5.28, 4.81, -3.35], [3.28, -1.58, -3.47], [0.44, -4.99, 8.76], [-5.11, 3.90, -1.63], [-3.44, -0.53, 3.60], [-1.32, -6.78, -5.18], [1.94, -7.39, -6.32], [3.44, 3.99, 1.77], [0.23, 1.46, -2.31], [-3.19, -6.14, -3.65], [-2.08, 2.40, -2.38], [0.86, 5.18, 0.44], [3.09, -0.09, 2.85], [3.45, 6.66, -2.66], [1.89, 0.68, -3.29], [0.89, -1.28, -2.73], [-0.70, 4.60, -0.94], [-2.90, 4.75, -1.09], [3.85, -1.75, -1.77], [-3.21, 3.41, 0.19], [-0.16, -6.48, -2.69], [-3.53, -3.39, 3.04], [-4.45, -5.15, 1.53], [-3.53, 0.37, -1.10], [1.78, 3.60, 2.56], [3.77, 5.09, 4.14], [0.35, 2.89, 4.32], [1.86, -2.98, 9.11], [3.18, 3.11, -2.21], [1.63, 3.01, -3.10], [-5.27, -0.02, -0.87], [1.30, -1.31, -0.98], [2.64, -2.96, -2.53], [3.07, 1.69, 2.99], [-1.91, -4.68, 7.99], [-0.51, -2.66, 0.09], [-0.33, 3.80, -2.48], [0.85, -3.51, -5.60], [1.72, 0.09, 0.64], [4.10, 5.34, -1.56], [1.48, 0.70, 2.88], [-5.50, -6.88, -4.23], [3.47, 2.33, -0.21], [-2.74, -2.36, 7.61], [3.46, 0.28, 0.66], [-2.43, -0.25, 5.96], [3.31, 6.83, 4.07], [2.23, 6.47, 1.67], [4.63, 7.28, 1.98], [5.13, 5.53, 1.86], [-3.85, -8.77, -7.71], [5.66, 6.59, 3.29], [-5.84, -8.22, -6.31], [1.41, 5.76, 3.11], [0.80, 4.83, -4.07], [-4.14, 2.78, -2.69], [0.93, -8.17, -4.17], [-3.30, -5.56, -0.64], [-2.59, 0.84, 1.60], [-0.20, -4.10, -3.42], [0.86, -0.73, 8.68], [-0.52, 1.43, 6.27], [-4.76, 0.63, -2.47], [2.56, 4.93, -0.07], [1.37, 5.61, -1.98], [3.00, 0.74, -1.89], [-1.80, 1.86, -0.71], [-1.51, -2.11, 2.31], [4.49, 5.81, -4.36]], "mulliken_charge": [2.95, -0.62, -0.63, -0.40, -0.38, -0.54, -0.63, -0.24, -0.29, -0.17, -0.48, -0.42, 0.00, -0.47, -0.30, -1.04, -0.65, -0.47, -0.10, -0.33, -0.04, -0.39, -0.52, -0.27, 0.41, -0.23, -0.41, -0.56, -0.58, -0.20, -0.04, 0.44, 0.59, -0.87, -0.43, -0.27, -1.30, 1.14, -0.70, -0.49, -0.17, -0.61, -0.36, -0.10, -1.39, -0.55, -0.48, -0.04, -0.73, -0.17, -1.08, -1.25, -0.44, -0.13, -0.43, -1.10, -1.03, 0.22, 0.28, 0.36, 0.32, 0.42, 0.53, 0.34, 0.30, 0.30, 0.52, 0.85, 0.31, 0.44, 0.41, 0.37, 0.26, 0.19, 0.41, 0.31, 0.07, 0.46, 0.42, 0.37, 0.14, -0.79, 0.29, 0.42, 0.34, 0.13, 0.38, 0.23, -0.46, 0.32, 0.07, 0.34, 0.36, -0.29, 0.43, -0.42, 0.33, 0.04, 0.38, 0.56, 0.36, 0.42, 0.34, 0.35, 0.34, 0.26, 0.24, 0.37, 0.35, 0.36, 0.25, 0.38, 0.34, 0.36, 0.32, 0.46, 0.43, 0.34, 0.36, 0.29, -0.02, 0.19, 0.19, -0.34, 0.52, 0.25], "e_tot_ha": -2781.5141, "total_charge": -1, "e_homo_ev": -4.5, "e_lumo_ha": 0.0736}

=====

Record 3
{"formula": "C7H16N3S", "method": "ωB97M-V/def2-TZVPD", "symbols": ["S", "N", "N", "N", "C", "C", "C", "C", "C", "C", "C", "H", "H", "H", "H", "H", "H", "H", "H", "H", "H", "H", "H", "H", "H", "H", "H"], "xyz": [[1.38, -0.76, 1.09], [-0.61, -0.73, -0.74], [1.34, -0.33, -0.45], [0.03, -1.57, 1.29], [-0.88, -1.07, 0.44], [-1.97, -1.08, 2.75], [3.26, 0.31, -1.78], [-2.88, 0.36, 0.81], [1.36, 1.86, -1.81], [2.07, 0.88, -0.93], [-2.25, -1.05, 1.26], [3.52, -0.75, -1.43], [0.49, 2.13, -1.28], [-2.88, -1.87, 0.95], [-1.36, -0.33, -1.24], [-2.89, -1.17, 3.19], [2.87, 0.25, -2.84], [1.20, 1.34, -2.80], [2.05, 2.63, -1.89], [-2.32, 1.25, 1.13], [1.48, -1.16, -1.00], [-1.45, -1.93, 3.14], [-1.49, -0.25, 3.13], [-2.92, 0.36, -0.24], [-3.86, 0.42, 1.12], [4.15, 0.92, -1.77], [2.51, 1.35, -0.08]], "mulliken_spin": [0.45, 0.51, 0.44, 0.48, 0.03, 0.00, 0.02, 0.01, 0.01, -0.02, 0.02, 0.00, 0.00, 0.00, 0.04, 0.01, 0.00, 0.00, 0.00, 0.00, 0.00, 0.00, 0.00, 0.00, 0.00, 0.00, 0.01], "e_tot_ha": -838.3306, "total_charge": 1, "s_squared": 2.014, "multiplicity": 3, "e_homo_ev": [-12.4, -14.8], "e_lumo_ha": [-0.1099, -0.2538]}

=====

Record 4
{"formula": "C5H14", "method": "ωB97M-V/def2-TZVPD", "symbols": ["C", "C", "C", "C", "C", "H", "H", "H", "H", "H", "H", "H", "H", "H", "H", "H", "H", "H", "H"], "xyz": [[0.64, -2.28, 0.29], [-1.27, 2.61, -0.73], [0.03, -1.93, -1.05], [1.68, -1.28, 0.84], [-0.96, 2.35, 0.72], [-0.08, -2.44, 1.07], [1.19, -0.48, 1.40], [-0.56, -2.79, -1.40], [-1.37, 1.71, -1.34], [-1.45, 1.46, 1.11], [2.38, -1.75, 1.53], [0.11, 2.22, 0.93], [-0.55, 3.21, -1.29], [2.27, -0.83, 0.03], [-2.24, 3.11, -0.84], [-0.66, -1.10, -1.07], [0.84, -1.79, -1.77], [1.17, -3.22, 0.23], [-1.16, 3.23, 1.34]], "mulliken_spin": [0.16, 1.26, 1.38, 0.82, 1.02, -0.31, -0.18, -0.22, -0.37, -0.44, -0.04, -0.16, -0.47, -0.36, -0.10, -0.09, -0.52, -0.12, -0.27], "e_tot_ha": -198.8249, "total_charge": -1, "s_squared": 0.750, "multiplicity": 2, "e_homo_ev": [1.6, -7.7], "e_lumo_ha": [0.1592, 0.1582]}